# 1
Formula: C9H32N4O7
Source: the OMol25 dataset
Level of theory: wB97M-V/def2-TZVPD

Each line ends with the natural charge from an NBO analysis.
Element x y z (Å)
N 0.743 -0.299 -2.541  -0.83
C 1.396 -0.714 -1.543  0.77
N 1.292 -1.997 -1.270  -0.85
O 2.255 0.065 -0.765  -0.80
H 0.778 0.748 -2.688  0.45
H 0.042 -0.807 -3.073  0.39
H 1.740 -2.422 -0.456  0.42
H 0.877 -2.625 -1.932  0.42
N 2.909 3.574 2.064  -0.83
C 2.990 2.684 1.137  0.75
N 3.029 1.499 1.646  -0.83
O 2.934 2.934 -0.207  -0.73
H 2.666 4.485 1.594  0.40
H 2.611 3.642 3.012  0.41
H 2.985 0.660 1.052  0.46
H 3.041 1.381 2.652  0.39
C -2.154 -3.275 2.248  -0.63
C -1.866 -2.278 1.162  -0.07
O -1.097 -2.937 0.179  -0.76
H -2.860 -4.103 1.995  0.20
H -2.530 -2.730 3.071  0.21
H -1.245 -3.844 2.386  0.21
H -1.257 -1.451 1.522  0.18
H -2.856 -1.929 0.833  0.15
H -0.387 -2.273 -0.100  0.48
C -1.573 0.688 -0.223  -0.62
C -0.546 1.713 0.217  -0.07
O 0.211 1.156 1.294  -0.79
H -1.068 -0.237 -0.629  0.20
H -2.169 1.158 -0.989  0.20
H -2.240 0.435 0.632  0.21
H -0.902 2.693 0.466  0.16
H 0.098 1.949 -0.604  0.19
H 1.143 1.362 1.281  0.50
C -0.521 0.795 4.681  -0.24
O 0.036 -0.198 3.890  -0.75
H -1.552 0.980 4.422  0.16
H 0.108 1.712 4.625  0.15
H -0.526 0.338 5.717  0.17
H 0.159 0.235 3.012  0.49
C -1.447 -3.030 -3.250  -0.27
O -0.114 -3.421 -3.352  -0.74
H -1.974 -3.687 -2.534  0.21
H -2.006 -2.982 -4.247  0.18
H -1.531 -2.104 -2.640  0.16
H 0.236 -3.258 -4.246  0.48
C -0.331 2.546 -3.338  -0.27
O 1.053 2.272 -2.934  -0.74
H -0.971 1.689 -3.181  0.18
H -0.456 2.727 -4.413  0.17
H -0.694 3.414 -2.838  0.19
H 1.543 3.066 -2.800  0.51

* structure (SMILES): NC(N)=O.NC(N)=O.CCO.CCO.CO.CO.CO
* molar mass: 308.38 g/mol
* total charge: 0
* relative energy (zero: lowest compared OMol25 entry of this formula, charge and spin): 2.925 eV
* orbital gap: 9.1 eV
* DFT total energy: -30142.219 eV

---

# 2
Formula: C9H32O15S2
Source: the OMol25 dataset
Level of theory: wB97M-V/def2-TZVPD

Each line ends with the natural charge from an NBO analysis.
Element x y z (Å)
C -13.441 3.611 -30.036  -0.66
C -13.399 3.228 -31.574  -0.07
O -14.001 1.891 -31.751  -0.75
S -14.057 1.256 -33.306  2.31
C -12.220 1.077 -33.585  -0.84
O -14.754 -0.017 -33.262  -0.88
O -14.564 2.336 -34.121  -0.93
H -12.838 4.440 -29.664  0.24
H -13.577 2.786 -29.336  0.24
H -14.407 4.092 -29.885  0.20
H -13.918 3.965 -32.187  0.21
H -12.356 3.096 -31.862  0.17
H -11.876 2.095 -33.773  0.24
H -12.062 0.452 -34.464  0.26
H -11.755 0.825 -32.633  0.25
C -18.145 3.429 -30.349  -0.64
C -17.042 2.419 -29.981  -0.08
O -17.354 1.782 -28.726  -0.72
S -16.875 0.174 -28.358  2.32
C -15.129 0.046 -28.661  -0.88
O -17.114 -0.036 -26.908  -0.91
O -17.437 -0.689 -29.364  -0.92
H -18.610 3.768 -29.424  0.23
H -18.926 3.009 -30.984  0.23
H -17.736 4.363 -30.733  0.21
H -16.644 1.757 -30.751  0.21
H -16.136 2.985 -29.768  0.16
H -14.882 -1.015 -28.609  0.27
H -14.751 0.699 -27.875  0.28
H -15.045 0.396 -29.690  0.25
O -17.921 9.521 -27.748  -0.60
C -17.948 9.017 -26.676  0.96
O -18.734 9.343 -25.721  -0.45
C -18.561 8.531 -24.624  -0.10
C -17.471 7.554 -25.181  -0.10
O -17.222 7.950 -26.435  -0.48
H -18.158 8.992 -23.722  0.19
H -19.402 7.956 -24.235  0.20
H -17.747 6.500 -25.200  0.19
H -16.620 7.524 -24.500  0.19
O -15.106 4.775 -24.764  -0.95
H -14.710 5.180 -25.536  0.48
H -14.500 4.974 -24.051  0.47
O -16.678 6.443 -29.642  -0.96
H -16.502 6.420 -30.582  0.49
H -17.571 6.781 -29.573  0.49
O -16.822 4.544 -27.449  -0.95
H -16.819 4.568 -28.406  0.48
H -17.119 5.416 -27.188  0.47
O -18.388 1.906 -25.631  -0.97
H -17.836 2.317 -26.297  0.48
H -18.258 0.967 -25.758  0.49
O -14.932 2.354 -26.276  -0.97
H -15.238 3.110 -26.776  0.48
H -15.038 2.613 -25.360  0.49
O -14.776 7.676 -28.245  -0.97
H -15.503 7.075 -28.405  0.48
H -15.172 8.547 -28.282  0.47

* structure (SMILES): CCOS(C)(=O)=O.CCOS(C)(=O)=O.O=C1OCCO1.O.O.O.O.O.O
* molar mass: 444.47 g/mol
* total charge: 0
* relative energy (zero: lowest compared OMol25 entry of this formula, charge and spin): 2.604 eV
* orbital gap: 9.9 eV
* DFT total energy: -62232.180 eV

---

# 3
Formula: C9H33FeN8O10
Source: the OMol25 dataset
Level of theory: wB97M-V/def2-TZVPD

Each line ends with the Mulliken spin population.
Element x y z (Å)
Fe 24.413 1.963 -20.822  3.44
C 22.737 1.582 -23.763  0.01
O 23.207 2.060 -22.569  0.47
H 22.168 0.655 -23.686  -0.01
H 22.172 2.337 -24.311  0.01
H 23.533 1.434 -24.493  0.06
C 21.661 5.592 -23.005  0.00
C 21.204 5.519 -24.433  0.00
O 22.061 6.162 -25.359  0.00
O 22.945 5.129 -23.012  0.00
H 21.080 5.027 -22.276  0.00
H 21.676 6.553 -22.491  0.00
H 20.173 5.850 -24.559  0.00
H 21.187 4.484 -24.775  0.00
H 21.860 7.097 -25.441  0.00
H 23.060 4.181 -23.112  0.00
C 23.403 3.568 -27.420  0.00
C 24.541 4.300 -28.188  0.00
O 24.265 4.403 -29.602  0.00
O 22.161 4.202 -27.622  0.00
H 23.637 3.563 -26.355  0.00
H 23.349 2.566 -27.848  0.00
H 25.461 3.791 -27.902  0.00
H 24.703 5.289 -27.759  0.00
H 23.992 5.311 -29.755  0.00
H 22.308 5.110 -27.345  0.00
C 18.854 -0.929 -22.708  0.00
O 18.945 -2.113 -22.327  0.00
N 19.334 -0.553 -23.816  0.00
N 18.333 0.064 -22.071  0.00
H 19.936 -1.189 -24.319  0.00
H 19.313 0.427 -24.060  0.00
H 17.988 -0.256 -21.178  0.00
H 18.273 0.982 -22.488  0.00
C 19.536 2.415 -26.249  0.00
O 18.868 1.801 -25.540  0.00
N 20.722 2.033 -26.535  0.00
N 19.064 3.423 -26.939  0.00
H 21.225 1.364 -25.968  0.00
H 21.300 2.725 -26.991  0.00
H 18.065 3.532 -26.836  0.00
H 19.582 3.774 -27.732  0.00
C 24.411 -2.858 -23.253  0.00
O 25.312 -3.592 -23.643  0.00
N 23.832 -2.961 -22.047  0.00
N 23.928 -1.844 -23.866  0.00
H 23.077 -2.352 -21.766  0.00
H 24.170 -3.658 -21.398  0.00
H 23.223 -1.324 -23.363  0.00
H 23.912 -1.771 -24.873  0.00
C 24.875 -0.573 -26.990  0.00
O 24.010 -1.381 -26.660  0.00
N 25.524 -0.543 -28.076  0.00
N 25.198 0.445 -26.231  0.00
H 25.364 -1.343 -28.671  0.00
H 25.999 0.293 -28.384  0.00
H 24.712 0.578 -25.355  0.01
H 25.928 1.026 -26.617  0.00
O 20.062 2.437 -21.082  0.00
H 20.549 3.147 -20.665  0.00
H 20.633 2.136 -21.788  0.00

* molar mass: 469.25 g/mol
* total charge: +1
* spin multiplicity: 5
* orbital gap (alpha / beta): 3.6 / 3.2 eV
* DFT total energy: -76639.983 eV

---

# 4
Formula: C9H34NO10V
Source: the OMol25 dataset
Level of theory: wB97M-V/def2-TZVPD

Each line ends with the Mulliken spin population.
Element x y z (Å)
V 0.905 4.481 -0.887  2.96
C 0.577 1.088 0.571  -0.01
O 0.638 2.346 -0.127  0.02
H 0.044 1.203 1.515  0.00
H 0.080 0.272 0.047  0.00
H 1.532 0.582 0.711  0.00
C -1.794 -4.353 -1.052  0.00
C -1.710 -2.904 -1.496  0.00
C -2.681 -2.075 -0.688  0.00
O -2.726 -0.704 -1.086  0.00
C -3.392 0.221 -0.242  0.00
N -0.355 -2.504 -1.222  0.00
H -1.461 -4.338 -0.014  0.00
H -1.017 -4.921 -1.563  0.00
H -2.731 -4.904 -1.135  0.00
H -1.796 -2.829 -2.580  0.00
H -2.388 -2.126 0.360  0.00
H -3.731 -2.353 -0.773  0.00
H -4.408 -0.073 0.022  0.00
H -3.451 1.191 -0.736  0.00
H -2.810 0.359 0.670  0.00
H -0.417 -1.498 -1.279  0.00
H -0.241 -2.614 -0.225  0.00
C -1.357 0.872 4.234  0.00
C -0.745 2.260 4.289  0.00
O -1.422 2.978 5.299  0.00
O -2.816 0.671 3.955  0.00
H -0.995 0.318 5.100  0.00
H -0.908 0.252 3.458  0.00
H -0.874 2.788 3.345  0.00
H 0.325 2.085 4.396  0.00
H -2.246 3.296 4.921  0.00
H -3.391 1.258 4.451  0.00
C 4.308 -3.134 -2.945  0.00
C 3.344 -2.969 -1.745  0.00
O 2.740 -1.700 -1.630  0.00
O 5.489 -2.326 -2.852  0.00
H 3.736 -2.800 -3.811  0.00
H 4.551 -4.190 -3.065  0.00
H 3.936 -3.246 -0.873  0.00
H 2.469 -3.619 -1.745  0.00
H 2.334 -1.694 -0.760  0.00
H 5.440 -1.507 -3.349  0.00
O -1.047 1.481 -2.709  0.00
H -1.123 2.433 -2.779  0.00
H -0.812 1.327 -1.794  0.00
O -0.595 5.348 0.387  0.01
H -0.878 6.192 0.741  0.00
H -0.483 4.791 1.158  0.00
O 1.975 0.878 -2.636  0.00
H 2.265 0.047 -2.260  0.00
H 1.574 1.346 -1.904  0.00
O 2.648 4.482 0.472  0.01
H 3.302 4.927 1.010  0.00
H 2.586 3.603 0.846  0.00

* molar mass: 367.31 g/mol
* total charge: +1
* spin multiplicity: 4
* orbital gap (alpha / beta): 5.9 / 6.0 eV
* DFT total energy: -57525.551 eV

---

# 5
Formula: C9H35O9
Source: the OMol25 dataset
Level of theory: wB97M-V/def2-TZVPD

Each line ends with the natural charge from an NBO analysis.
Element x y z (Å)
C 21.902 -15.166 17.191  -0.19
O 22.718 -14.795 18.193  -0.97
H 21.757 -16.288 17.233  0.08
H 20.889 -14.685 17.200  0.08
H 22.312 -15.132 16.127  0.05
C 18.111 -13.735 18.815  -0.25
O 18.919 -13.113 19.817  -0.71
H 18.654 -14.590 18.416  0.19
H 17.145 -14.029 19.232  0.15
H 17.935 -13.015 18.010  0.16
H 18.397 -12.976 20.609  0.46
C 24.369 -13.311 14.102  -0.26
O 24.198 -14.174 12.990  -0.75
H 23.815 -12.374 13.998  0.15
H 24.120 -13.795 15.052  0.19
H 25.435 -13.078 14.169  0.17
H 23.254 -14.159 12.782  0.49
C 23.845 -19.939 17.087  -0.24
O 23.863 -18.534 16.942  -0.70
H 23.127 -20.198 17.870  0.16
H 23.548 -20.445 16.165  0.16
H 24.837 -20.302 17.372  0.15
H 23.633 -18.298 16.042  0.47
C 20.422 -19.201 19.237  -0.25
O 20.565 -18.101 18.367  -0.75
H 19.740 -19.917 18.785  0.18
H 21.382 -19.702 19.423  0.16
H 20.047 -18.906 20.225  0.16
H 21.179 -17.473 18.769  0.51
C 25.902 -15.351 16.415  -0.26
O 26.199 -16.519 17.166  -0.71
H 26.770 -14.740 16.128  0.14
H 25.310 -15.633 15.538  0.16
H 25.273 -14.658 16.979  0.21
H 26.980 -16.945 16.807  0.45
C 20.805 -13.364 14.045  -0.27
O 21.354 -13.379 12.702  -0.75
H 21.342 -14.099 14.641  0.22
H 20.929 -12.385 14.510  0.17
H 19.743 -13.611 14.012  0.16
H 21.275 -12.490 12.350  0.47
C 23.850 -10.994 17.320  -0.24
O 23.662 -11.909 18.386  -0.74
H 23.371 -10.059 17.610  0.16
H 24.914 -10.802 17.125  0.14
H 23.379 -11.357 16.398  0.15
H 23.860 -12.810 18.074  0.51
C 18.698 -17.202 15.616  -0.25
O 18.700 -18.466 16.256  -0.75
H 18.158 -17.275 14.668  0.16
H 18.199 -16.427 16.206  0.16
H 19.730 -16.918 15.389  0.18
H 19.136 -18.257 17.096  0.49

* molar mass: 287.37 g/mol
* total charge: -1
* relative energy (zero: lowest compared OMol25 entry of this formula, charge and spin): 0.258 eV
* orbital gap: 5.5 eV
* DFT total energy: -28323.635 eV